No. 1
# C9H20AlDyN2O2S

A molecular structure, C9H20AlDyN2O2S (ωB97M-V/def2-TZVPD, OMol25).

Last column: Mulliken spin population.
Atoms and positions in Å:
1 C -2.829018 1.162179 0.271053  0.003
2 C -1.404590 0.425852 0.071105  -0.042
3 N -0.976353 -0.470003 1.216354  -0.078
4 C -0.367061 -1.773826 0.753618  0.012
5 C 1.086680 -1.645987 0.060079  0.000
6 Al 2.105928 0.091167 0.401921  -0.028
7 S 4.147023 -0.299830 1.392892  0.025
8 N 2.478423 0.946132 -1.248286  0.087
9 C 3.192211 2.251845 -1.093869  0.002
10 C 1.315587 1.033245 -2.100033  -0.002
11 C 1.002554 -0.147617 -3.138400  0.003
12 O 0.519978 1.998347 -2.126461  0.007
13 C -2.134727 -0.859796 2.112948  0.021
14 C -3.300309 -1.841801 1.726055  0.000
15 O -2.165828 -0.315975 3.275863  -0.003
16 H -3.637347 0.453713 -0.061643  -0.002
17 H -2.845145 2.021869 -0.477913  0.003
18 H -2.997001 1.634164 1.284817  -0.005
19 H -0.595073 1.288059 0.005955  -0.006
20 H -1.379374 -0.076077 -0.939764  0.009
21 H -0.251292 -2.469052 1.650234  -0.001
22 H -1.030656 -2.334407 0.025861  -0.002
23 H 0.957320 -1.907934 -1.030460  0.001
24 H 1.721434 -2.482233 0.503606  0.001
25 H 1.302197 1.045023 1.414463  -0.062
26 H 4.254886 0.470504 2.534496  0.000
27 H 3.971289 2.303935 -1.918506  0.004
28 H 3.642169 2.285669 -0.060482  -0.002
29 H 2.539809 3.164132 -1.212775  0.002
30 H 1.995522 -0.621023 -3.383930  0.000
31 H 0.578566 0.331457 -4.071649  0.000
32 H 0.235360 -0.869905 -2.738400  -0.001
33 H -4.196913 -1.180348 1.477657  0.000
34 H -3.068667 -2.413531 0.786685  0.000
35 H -3.636679 -2.501296 2.582428  0.000
36 Dy -0.230901 1.303351 2.054480  5.054

Cartesian forces (eV/Å) of the 3 atoms listed first:
C 0.866 0.407 -1.248
C -0.971 1.216 -0.706
N -2.751 -2.853 -1.316

Properties
- electronic energy (eV) = -58228.310
- charge = +2
- multiplicity = 6
- <S²> = 9.37

=====

No. 2
# CH6N2

2 unconnected molecules or ions with the total composition CH6N2 (ωB97M-V/def2-TZVPD, OMol25).

Last column: Mulliken charge in e.
Atoms and positions in Å:
1 C 1.306205 0.310083 0.397400  -0.258
2 N 1.348121 -0.660194 1.256912  -0.494
3 H 1.074843 1.372177 0.632941  0.239
4 H 1.173306 0.051686 -0.666719  0.259
5 H 2.183219 -1.207836 1.117107  0.253
6 N -2.215786 0.369358 -1.183967  -0.645
7 H -1.781213 0.473812 -2.088846  0.230
8 H -2.838068 -0.373175 -1.299031  0.224
9 H -1.575660 -0.141311 -0.590463  0.192

Cartesian forces (eV/Å) of the 3 atoms listed first:
C -1.658 -1.473 0.270
N 1.582 3.791 0.845
H -0.660 -0.786 0.281

Properties
- charge = 0
- SMILES = C=N.N
- energy above the lowest of the compared OMol25 structures with the same formula, charge and spin (kcal/mol) = 50.6

=====

No. 3
# C4H7AlBNO

A molecular structure, C4H7AlBNO (ωB97M-V/def2-TZVPD, OMol25).

Last column: Mulliken charge in e.
Atoms and positions in Å:
1 C 2.620016 -0.225021 0.849741  0.115
2 C 1.756718 0.436584 0.342021  -0.284
3 C 0.596614 1.247349 -0.078581  -0.525
4 N -0.332594 0.505533 -0.853885  -0.047
5 B -1.067854 -0.626570 -0.545404  0.383
6 C -2.198288 -0.107864 0.524356  -0.605
7 O -1.078289 -1.870099 -1.020947  -0.412
8 H 3.384657 -0.835403 1.282436  0.429
9 H 0.074054 1.621335 0.818507  0.305
10 H 0.920035 2.132478 -0.629789  0.376
11 H -2.014152 0.832286 1.024035  0.394
12 H -3.102866 -0.049790 -0.082993  0.329
13 H -2.226886 -0.965519 1.199469  0.315
14 H -0.382997 -2.479165 -0.736599  0.357
15 Al 2.997191 0.153075 -2.083598  0.868

Cartesian forces (eV/Å) of the 3 atoms listed first:
C 0.198 -0.220 -0.075
C -0.639 0.138 0.409
C 0.683 -0.015 -0.540

Properties
- charge = +2
- energy above the lowest of the compared OMol25 structures with the same formula, charge and spin (kcal/mol) = 0.0

=====

No. 4
# C21H40P2Ru

A molecular structure, C21H40P2Ru (ωB97M-V/def2-TZVPD, OMol25).

Last column: Mulliken spin population.
Atoms and positions in Å:
1 P 0.375255 -3.154104 -1.215273  -0.088
2 P 0.853540 0.530841 -1.934014  0.162
3 C -0.135693 -2.061855 -2.553980  0.001
4 C 0.987313 -1.037367 -2.858865  0.047
5 H -1.038288 -1.550670 -2.192176  0.004
6 H -0.395879 -2.606702 -3.483492  -0.001
7 H 1.992840 -1.413573 -2.550971  0.007
8 H 1.017613 -0.753657 -3.943620  0.008
9 C -0.192816 1.589402 -3.109981  -0.037
10 H -0.597210 2.512005 -2.639022  0.018
11 H -1.063833 1.017532 -3.465876  -0.002
12 H 0.395143 1.896959 -3.996133  -0.002
13 C 2.410880 1.450528 -2.365678  0.031
14 H 2.443799 1.566612 -3.465228  0.008
15 H 3.267754 0.827670 -2.057715  0.000
16 H 2.487664 2.445474 -1.893598  -0.004
17 C -1.045454 -4.079469 -0.666383  -0.003
18 H -0.814102 -4.581850 0.282103  0.001
19 H -1.348933 -4.780008 -1.426708  -0.001
20 H -1.773761 -3.293531 -0.481997  0.002
21 C 1.765224 -4.327374 -1.644195  -0.004
22 H 2.355225 -4.011273 -2.519353  0.000
23 H 1.296706 -5.325040 -1.727215  -0.001
24 H 2.458854 -4.325808 -0.718206  0.001
25 Ru 1.830599 -2.624045 0.157103  0.910
26 C -1.292991 4.383013 -0.969405  0.756
27 C -2.399324 3.714340 -0.602753  0.821
28 C -3.160227 2.665951 -1.402353  0.152
29 C -2.700692 1.192537 -1.094316  0.140
30 C -1.506787 1.147034 -0.221660  0.288
31 C -0.189352 1.708237 -0.296264  0.263
32 C 0.529919 2.989632 0.135745  0.085
33 C -0.022765 4.382660 -0.164078  0.034
34 C 1.142332 -4.271593 1.245006  -0.051
35 H -1.337211 5.170075 -1.722734  0.067
36 H -2.874131 3.911188 0.376006  0.033
37 H -3.041286 2.779830 -2.491010  0.013
38 H -4.228846 2.830883 -1.158798  0.021
39 H -3.449882 0.688248 -0.463574  -0.005
40 H -2.745136 0.587479 -2.031537  0.016
41 H -1.651301 0.455445 0.629885  0.008
42 H 0.408034 0.892950 0.230321  0.021
43 H 1.541315 2.970133 -0.260893  0.005
44 H 0.674490 2.907729 1.224466  -0.011
45 H -0.209366 4.902626 0.796330  0.049
46 H 0.708761 5.022993 -0.699111  0.000
47 H 1.969069 -4.309522 1.957326  0.003
48 H 1.073362 -5.238946 0.730811  0.001
49 H 0.232377 -4.067284 1.837550  0.010
50 C 1.564024 -0.403591 4.546630  0.011
51 C 0.349630 -0.178782 3.655479  0.011
52 C -0.921683 -0.767425 4.261824  0.025
53 C 0.172630 1.312273 3.374318  -0.002
54 C 0.618826 -0.798623 2.355904  0.220
55 C 0.928522 -1.402667 1.285561  -0.040
56 H 1.492186 0.106714 5.513969  0.001
57 H 2.454774 -0.020277 4.041358  -0.002
58 H 1.713095 -1.464570 4.731469  -0.002
59 H -1.202784 -0.257466 5.181792  0.001
60 H -1.768207 -0.688755 3.577199  -0.001
61 H -0.822882 -1.831466 4.493137  -0.005
62 H 1.121924 1.703016 2.980519  -0.002
63 H -0.623901 1.446464 2.632017  0.006
64 H -0.078987 1.918829 4.254324  0.006

Cartesian forces (eV/Å) of the 3 atoms listed first:
P 0.001 -1.395 -1.001
P -0.472 3.868 -2.523
C 0.227 0.394 -0.740

Properties
- charge = +2
- multiplicity = 5
- <S²> = 6.05
- energy above the lowest of the compared OMol25 structures with the same formula, charge and spin (kcal/mol) = 41.6

=====

No. 5
# C2H4Cl2OSi

2 unconnected molecules or ions with the total composition C2H4Cl2OSi (ωB97M-V/def2-TZVPD, OMol25).

Last column: Mulliken spin population.
Atoms and positions in Å:
1 C 0.813048 -1.551372 -1.821081  0.958
2 C 0.846307 -0.767880 -0.747526  0.709
3 O -0.694347 0.947315 1.228989  0.099
4 Si -0.623461 0.166123 -0.061187  0.141
5 Cl -2.168475 0.028321 -1.324119  0.011
6 Cl -0.748952 3.208758 4.242367  0.000
7 H 1.690981 -2.070448 -2.174633  0.028
8 H -0.091839 -1.711747 -2.389148  0.026
9 H 1.778008 -0.647895 -0.207669  0.029
10 H -0.801271 2.398824 3.254007  0.000

Cartesian forces (eV/Å) of the 3 atoms listed first:
C -0.022 -5.314 -7.247
C -1.138 5.780 7.427
O 0.059 0.363 0.636

Properties
- charge = 0
- multiplicity = 3
- <S²> = 2.01
- energy above the lowest of the compared OMol25 structures with the same formula, charge and spin (kcal/mol) = 25.0

=====

No. 6
# C4H9NOS

A single C4H9NOS molecule (ωB97M-V/def2-TZVPD, OMol25).

Last column: Mulliken charge in e.
Atoms and positions in Å:
1 C -1.919514 2.033599 -0.039440  -0.835
2 C -1.255610 0.989212 -0.473240  -0.178
3 C -0.392375 -1.441330 -0.361295  -1.727
4 C -0.470634 -0.044554 0.184821  0.271
5 N 2.267773 -0.937717 0.604677  -0.496
6 O 1.841238 1.563989 0.601144  -0.520
7 S 1.641697 0.432324 -0.247221  0.495
8 H -2.470476 2.657193 -0.688952  0.273
9 H -1.815450 2.370987 0.956526  0.279
10 H -1.397858 0.838970 -1.525718  0.236
11 H -1.154322 -2.150035 -0.356144  0.447
12 H 0.334395 -1.959098 0.220813  0.477
13 H 0.041560 -1.472420 -1.306273  0.483
14 H -0.602183 -0.136431 1.264193  0.317
15 H 3.118231 -0.981795 1.087067  0.234
16 H 2.233529 -1.762894 0.079038  0.243

Cartesian forces (eV/Å) of the 3 atoms listed first:
C 0.678 0.310 0.979
C -0.258 -1.021 -1.359
C 0.781 0.367 0.680

Properties
- charge = 0
- energy above the lowest of the compared OMol25 structures with the same formula, charge and spin (kcal/mol) = 88.8

=====

No. 7
# C28H30F8O27

9 unconnected molecules or ions with the total composition C28H30F8O27 (ωB97M-V/def2-TZVPD, OMol25).

Last column: Mulliken charge in e.
Atoms and positions in Å:
1 O 4.556815 4.486412 0.775618  -0.611
2 C 4.039095 3.718892 1.648228  0.665
3 O 4.001865 2.351952 1.681938  -0.212
4 C 3.219845 1.909972 2.758918  0.346
5 C 2.776065 3.222742 3.421978  0.552
6 F 3.354565 3.260582 4.683468  -0.355
7 O 3.350205 4.255442 2.651798  -0.349
8 H 2.363755 1.290392 2.491818  -0.371
9 H 3.877905 1.276762 3.353988  0.337
10 H 1.715035 3.412942 3.583608  0.128
11 O -3.064935 -1.510468 -0.705382  -0.084
12 C -3.919365 -2.384418 -0.818972  0.293
13 O -3.678235 -3.678278 -0.844522  -0.214
14 C -4.937365 -4.393298 -0.829592  -0.624
15 C -5.989155 -3.276788 -1.155062  0.312
16 F -7.076195 -3.371948 -0.339372  -0.308
17 O -5.319465 -2.150478 -0.723442  -0.264
18 H -4.973615 -5.313388 -1.412872  0.352
19 H -5.042155 -4.810458 0.171948  0.303
20 H -6.330955 -3.279848 -2.190082  0.278
21 O -2.118005 1.905362 -1.843382  -0.464
22 C -1.288545 2.328302 -2.648002  0.537
23 O -0.600975 1.617172 -3.541602  -0.225
24 C 0.528875 2.271442 -3.942442  -0.171
25 C 0.067325 3.727432 -3.717052  0.164
26 F -0.487415 4.231562 -4.785502  -0.310
27 O -0.861705 3.625502 -2.637582  -0.301
28 H 1.395915 2.058272 -3.317222  0.045
29 H 0.797525 2.182852 -4.995092  0.328
30 H 0.941385 4.349162 -3.523232  0.404
31 O -0.192065 -1.803988 -3.833822  -0.591
32 C 0.918455 -2.297478 -3.559242  0.665
33 O 1.142015 -3.498018 -2.952242  -0.274
34 C 2.538645 -3.800848 -3.002392  -0.350
35 C 3.050905 -2.404608 -3.003162  0.604
36 F 4.150795 -2.398598 -3.753252  -0.376
37 O 2.071595 -1.657948 -3.702752  -0.310
38 H 2.962485 -4.425828 -2.216352  0.314
39 H 2.774795 -4.336438 -3.921892  0.254
40 H 3.326615 -1.938038 -2.057442  0.092
41 O -1.951595 -0.900688 2.743118  -0.431
42 C -2.999255 -0.417198 2.366448  0.358
43 O -4.236875 -0.894478 2.654998  -0.413
44 C -5.240985 -0.247258 1.946978  -0.443
45 C -4.441695 0.788672 1.108438  0.573
46 F -5.056985 1.976752 1.249398  -0.347
47 O -3.161905 0.776582 1.693538  0.077
48 H -5.818325 -1.018288 1.436788  0.104
49 H -5.929295 0.175742 2.678698  0.307
50 H -4.304755 0.614082 0.041268  0.251
51 O 8.898205 -0.230458 0.425238  -0.605
52 C 7.949505 0.206072 -0.238642  0.595
53 O 7.125265 1.216452 0.076308  -0.340
54 C 5.879335 0.994882 -0.631522  -0.095
55 C 6.332735 0.293772 -1.852452  0.649
56 F 6.728565 1.214532 -2.774202  -0.322
57 O 7.476095 -0.390188 -1.278402  -0.352
58 H 5.222165 0.320362 -0.082652  0.030
59 H 5.285065 1.840022 -0.978932  0.353
60 H 5.564025 -0.326048 -2.313972  0.116
61 O 3.045285 0.438852 -1.190662  -0.571
62 C 1.957205 0.374412 -0.631092  0.342
63 O 1.201695 -0.725488 -0.405802  -0.250
64 C -0.172215 -0.336458 -0.071712  0.423
65 C 0.132125 1.048852 0.569088  0.721
66 F 0.304025 0.895232 1.859718  -0.341
67 O 1.360135 1.491182 -0.100172  -0.292
68 H -0.906345 -0.275998 -0.875142  0.220
69 H -0.605775 -1.011858 0.665808  -0.246
70 H -0.751585 1.676052 0.451648  -0.245
71 O -0.529275 3.741862 2.442638  -0.529
72 C -1.482585 4.365052 1.885358  0.452
73 O -2.438725 3.879282 1.116868  -0.050
74 C -3.192765 4.894382 0.475118  -0.342
75 C -2.738275 6.136652 1.196608  0.307
76 F -3.773965 6.453312 1.985638  -0.307
77 O -1.553145 5.765652 1.852638  -0.327
78 H -3.059485 4.989682 -0.602502  0.149
79 H -4.254685 4.651422 0.512628  0.271
80 H -2.538505 6.932522 0.479128  0.340
81 C -0.612285 -3.937998 3.787868  -1.411
82 C -0.634445 -4.729168 2.481978  0.441
83 C -1.495285 -4.130728 1.424348  0.731
84 O -0.571325 -4.173408 0.356478  -0.216
85 C 0.680055 -4.607868 0.719628  0.492
86 O 1.589195 -4.764878 -0.009262  -0.536
87 O 0.680925 -4.694748 1.984178  -0.371
88 H -0.388345 -2.879018 3.659348  0.226
89 H 0.122975 -4.308998 4.501908  0.403
90 H -1.559595 -4.109538 4.299018  0.393
91 H -0.920925 -5.734738 2.789978  0.208
92 H -1.988535 -3.175558 1.604498  -0.471
93 H -2.267215 -4.883288 1.263478  0.109

Cartesian forces (eV/Å) of the 3 atoms listed first:
O -1.802 -4.219 3.501
C 1.893 3.025 -4.136
O 0.543 1.527 -1.514

Properties
- electronic energy (eV) = -106543.635
- charge = 0
- SMILES = O=C1OC[C@@H](F)O1.O=C1OC[C@@H](F)O1.O=C1OC[C@@H](F)O1.O=C1OC[C@@H](F)O1.O=C1OC[C@@H](F)O1.O=C1OC[C@@H](F)O1.O=C1OC[C@@H](F)O1.O=C1OC[C@@H](F)O1.C[C@H]1COC(=O)O1